1.
Below is a 3-piece molecular cluster, C3H6N4O overall in a non-equilibrium geometry, with properties calculated with ωB97M-V with the def2-TZVPD basis set.

Structure (XYZ):
```
14
Properties=species:S:1:pos:R:3:forces:R:3:nbo_charge:R:1
O 2.43158 -0.35262 -0.23055 -1.15 0.14 -2.80 -0.5730
N -1.22960 -1.46612 -0.06590 -0.25 -2.71 -2.47 -0.2401
N -0.76977 1.51530 -0.76669 -3.47 1.39 0.62 -0.7772
N 1.51758 0.71021 0.24428 2.19 -4.25 4.32 -0.3148
N 0.11689 -1.25572 -0.23261 2.31 3.15 4.06 -0.3301
C 0.34457 -0.10232 0.48287 0.37 0.35 -4.36 0.3855
C -0.92986 0.75328 0.58902 2.56 0.76 -0.16 -0.2345
C -1.83689 -0.44245 0.24530 -3.00 3.46 0.98 0.0765
H -2.23717 1.79341 -1.17492 5.03 -0.21 1.57 0.3206
H -0.16833 2.41062 -0.52294 -2.18 -1.84 -0.81 0.3888
H 1.60292 -1.16363 -1.45348 1.08 2.26 3.89 0.4743
H 2.02846 0.84325 1.39662 -1.93 -0.26 -4.21 0.3743
H -2.89809 -0.36425 -0.06947 0.43 -0.03 1.17 0.2069
H -0.69315 1.52490 1.51189 -1.99 -2.21 -1.81 0.2427
```
Forces are in eV/Å.

Output
- energy above the lowest of the compared OMol25 structures with the same formula, charge and spin (eV) = 13.062
- E_tot (Eh) = -411.72891
- Kohn-Sham gap (eV) = 8.66
- highest occupied orbital energy (eV) = -9.323
- strongest force on any atom (Eh/bohr) = 0.1252

2.
Below is a 2-piece molecular cluster, C7H11ClNO3 overall, with properties calculated with ωB97M-V with the def2-TZVPD basis set.

Structure (XYZ):
```
23
Properties=species:S:1:pos:R:3:forces:R:3:nbo_charge:R:1
Cl 3.16962 2.00558 3.03542 0.05 0.00 -0.05 0.0447
O -0.55190 -2.10814 0.11018 0.04 0.22 0.22 -0.6080
O -1.79205 -2.38657 -1.74183 0.00 0.02 0.02 -0.4710
O 0.03410 -1.12795 -1.82924 -0.01 0.07 0.04 -0.5062
N -0.30330 1.99816 1.63893 0.05 -0.08 0.07 -0.3951
C -0.17067 0.51971 1.52090 0.70 -0.34 -0.47 -0.2445
C 1.90163 1.47601 1.93258 -0.08 -0.10 0.51 -0.2999
C -0.75653 -1.89732 -1.04466 -0.05 -0.20 -0.25 0.9743
C 1.02241 0.32110 2.45862 -0.25 0.65 -0.18 -0.3935
C 0.84511 2.53473 1.80336 -0.07 -0.01 -0.03 0.2870
C -1.81536 -1.76228 -3.03451 -0.01 0.05 -0.12 -0.1015
C -0.37549 -1.31401 -3.19687 -0.02 -0.02 -0.13 -0.1023
H 2.33382 1.24591 0.95653 0.05 0.04 -0.07 0.2722
H -1.17874 2.50389 1.59780 -0.04 0.12 -0.16 0.4541
H -2.13988 -2.47574 -3.78536 0.01 -0.10 0.09 0.2216
H -2.51439 -0.92552 -3.00328 0.01 0.00 0.01 0.1894
H 0.18370 0.35596 0.50004 -0.24 -0.22 -0.08 0.2335
H 0.71817 0.66033 3.44950 0.02 -0.53 0.26 0.2244
H -1.05554 -0.08827 1.65002 -0.27 0.36 0.43 0.2747
H 0.25598 -2.08077 -3.64506 -0.01 -0.02 0.02 0.2005
H 1.45238 -0.67058 2.47883 0.14 -0.04 -0.17 0.2762
H 1.00315 3.60138 1.89738 -0.06 0.05 -0.08 0.2587
H -0.26623 -0.38561 -3.74928 0.03 0.06 0.11 0.2107
```
Forces are in eV/Å.

Output
- E_tot (Eh) = -1013.74800
- Kohn-Sham gap (eV) = 9.44
- net charge = +1
- highest occupied orbital energy (eV) = -14.186
- strongest force on any atom (Eh/bohr) = 0.0177

3.
Below is an isolated molecule of C5H8N2 in a non-equilibrium geometry, with properties calculated with ωB97M-V with the def2-TZVPD basis set.

Structure (XYZ):
```
15
Properties=species:S:1:pos:R:3:forces:R:3:nbo_charge:R:1
N 1.04658 -0.09611 0.04834 -0.23 1.09 0.22 -0.1705
N 0.00441 -0.87309 0.29082 -0.58 0.11 0.01 -0.2768
C -2.34817 -0.60058 0.08862 -1.58 0.02 -1.38 -0.6306
C 0.64666 1.18827 -0.05831 2.15 2.13 -2.77 -0.0424
C -1.02427 -0.03864 0.22775 -0.81 -1.19 0.16 0.1245
C 2.36950 -0.61605 0.07535 0.74 -0.14 0.14 -0.3967
C -0.70944 1.29653 -0.00287 0.75 -0.65 0.62 -0.3469
H -2.36395 -1.68913 0.23138 -0.21 0.48 0.19 0.2332
H -2.62589 -0.37077 -0.98935 -0.06 -0.56 1.14 0.2134
H -1.31991 2.17825 -0.15374 0.09 -0.36 0.00 0.2362
H 2.71562 -0.71118 1.10768 0.09 -0.05 -0.09 0.2039
H 2.38742 -1.60044 -0.39619 -0.04 0.16 0.02 0.2213
H 1.23301 1.88967 -0.70540 0.13 -0.46 1.49 0.2069
H -3.04168 -0.02449 0.69638 -0.40 -0.46 0.19 0.2149
H 3.03011 0.06776 -0.46045 -0.03 -0.11 0.05 0.2096
```
Forces are in eV/Å.

Output
- structure (SMILES) = Cc1ccn(C)n1
- energy above the lowest of the compared OMol25 structures with the same formula, charge and spin (eV) = 1.233
- E_tot (Eh) = -304.79017
- Kohn-Sham gap (eV) = 9.82
- highest occupied orbital energy (eV) = -8.762
- strongest force on any atom (Eh/bohr) = 0.0797

4.
Below is C13H11F8N4O5ReS as an isolated structure in a non-equilibrium geometry, with properties calculated with ωB97M-V with the def2-TZVPD basis set.

Structure (XYZ):
```
43
Properties=species:S:1:pos:R:3:forces:R:3:nbo_charge:R:1
Re 0.70505 0.09280 0.66642 -0.98 0.36 0.46 1.3240
S 1.72468 1.60422 2.75191 0.13 0.00 -0.30 2.3247
F 0.56641 -2.78127 -0.10088 0.03 -0.06 0.01 -0.3267
F 2.89567 1.40046 0.50375 0.11 -0.01 -0.03 -0.3331
F 3.46341 3.20704 1.59084 0.00 0.00 0.01 -0.2639
F 2.08142 -2.29261 -2.07098 0.01 0.05 -0.02 -0.3072
F 2.10933 -2.26258 1.36981 -0.02 -0.01 0.03 -0.3313
F 3.55794 -2.81656 -0.58331 -0.04 -0.05 -0.04 -0.2812
F 4.29269 1.29873 2.17816 0.00 0.00 0.03 -0.2633
F 3.18965 -0.73794 -1.04527 0.05 0.00 0.04 -0.3311
O 0.69769 2.07725 1.79964 -0.05 -0.11 -0.01 -0.9102
O 1.81310 2.16161 4.03813 0.05 -0.13 0.07 -0.8069
O 1.64128 0.10685 2.58992 0.13 -0.05 -0.09 -0.9095
O -0.89836 2.18064 -0.56128 -0.11 0.10 -0.05 -0.3538
O -0.65355 -1.99840 2.27503 0.00 0.07 0.17 -0.5053
N -1.00557 1.20241 0.18257 0.09 0.14 0.09 0.0445
N 0.34419 -0.02622 -1.43674 0.41 -0.22 -0.05 -0.4637
N -2.42031 -2.61861 -4.31629 -0.02 0.01 0.02 -0.2072
N -0.77094 -0.81794 1.58259 0.50 0.03 -0.12 -0.1417
C -1.95628 -0.22311 1.68870 -0.26 -0.08 -0.18 0.2754
C -2.10855 0.92125 0.88394 -0.07 -0.01 0.09 0.0855
C -0.74432 -0.90476 -3.35301 -0.02 0.00 0.04 -0.1714
C 0.78547 0.91321 -3.57880 0.00 0.01 0.01 -0.2261
C 1.50904 -1.84930 0.20480 0.06 -0.02 0.00 0.3645
C -0.08377 0.01150 -4.16578 0.00 0.00 -0.01 -0.0578
C -3.32689 1.77337 0.81895 -0.01 0.01 -0.06 -0.6676
C 2.61023 -1.95147 -0.89447 0.03 0.00 0.05 0.9067
C -1.67659 -1.85625 -3.88948 0.03 -0.01 -0.04 0.2333
C -0.49851 -0.90333 -1.99077 -0.09 0.06 0.00 0.1097
C 0.96398 0.87791 -2.21226 0.02 -0.03 0.01 0.0997
C -3.05342 -0.73612 2.54970 0.00 0.01 -0.04 -0.6803
C 3.23438 1.93009 1.74593 -0.03 0.02 -0.03 0.7260
H -3.26481 2.43680 -0.03941 -0.01 0.00 0.00 0.2647
H 1.31502 1.64938 -4.16501 0.00 -0.01 -0.01 0.2590
H -0.98505 -1.61050 -1.33475 0.01 0.00 -0.02 0.2477
H 1.61466 1.58483 -1.71418 0.00 -0.01 -0.02 0.2307
H -3.41959 2.38937 1.71583 0.02 0.00 0.00 0.2516
H -0.25784 0.01369 -5.23311 0.00 0.00 0.00 0.2574
H -3.86772 -1.10078 1.91892 0.01 -0.03 0.01 0.2627
H -4.22498 1.16234 0.73423 0.00 0.00 0.01 0.2427
H -2.71960 -1.53780 3.19713 0.00 0.01 0.01 0.2699
H 0.27519 -2.05580 2.55463 0.01 -0.04 -0.05 0.5005
H -3.45382 0.08562 3.14427 0.00 -0.01 0.01 0.2586
```
Forces are in eV/Å.

Output
- energy above the lowest of the compared OMol25 structures with the same formula, charge and spin (eV) = 0.554
- E_tot (Eh) = -2372.24091
- Kohn-Sham gap (alpha / beta) (eV) = 8.08 / 6.63
- net charge = +1
- spin multiplicity = 2
- highest occupied orbital energy (alpha / beta) (eV) = -12.788 / -12.598
- strongest force on any atom (Eh/bohr) = 0.0221